Entry 1:
DFT (ωB97M-V with the def2-TZVPD basis set) results for a 2-piece molecular cluster, C4H13NO2 overall.

Geometry as XYZ:
```
20
Properties=species:S:1:pos:R:3:forces:R:3
C 1.807 -0.312 1.617 -1.29 -1.19 1.37
C 0.693 -1.105 0.885 2.65 1.46 -3.60
N 0.170 -0.154 -0.167 -3.90 0.11 2.00
C 0.433 0.498 -1.433 3.47 -1.97 0.62
C 1.111 -0.549 -2.343 0.03 0.41 -0.02
O 1.416 0.034 -3.611 -0.66 -0.10 -0.04
H 2.531 -0.057 0.860 0.15 0.51 -0.02
H 2.303 -0.901 2.390 0.19 -0.29 -0.05
H 1.376 0.520 2.177 0.19 0.38 -0.47
H -0.181 -1.560 1.331 0.23 0.11 0.64
H 1.264 -1.837 0.298 -0.43 -0.60 0.44
H -0.528 0.343 0.371 -0.08 0.38 -0.56
H 1.228 1.223 -1.227 -0.28 0.75 -0.67
H -0.395 0.936 -1.992 -0.42 -0.13 0.70
H 2.079 -0.888 -1.958 -0.12 0.30 0.20
H 0.494 -1.461 -2.353 -0.17 0.26 -0.57
H 0.652 0.576 -3.876 0.45 -0.39 0.04
O -5.655 1.556 2.626 -0.05 0.00 0.15
H -6.053 1.541 3.494 -0.85 -0.03 0.26
H -4.747 1.594 2.909 0.90 0.04 -0.41
```
Forces are in eV/Å.

Results
LUMO level in eV: 0.66
Net charge: 0
SMILES string: CCNCCO.O

Entry 2:
DFT (ωB97M-V with the def2-TZVPD basis set) results for a 3-piece molecular cluster, C4H13NO2 overall.

Geometry as XYZ:
```
20
Properties=species:S:1:pos:R:3:forces:R:3
C -0.574 0.880 0.460 -1.04 0.70 1.10
C -0.588 -0.613 0.383 -0.31 -0.58 -0.44
C 0.442 -1.448 1.128 -0.06 0.55 -1.13
C -1.505 -1.199 -0.408 0.29 0.18 0.13
N -2.584 -0.434 -0.913 0.48 0.18 0.43
H -1.502 1.263 0.917 0.08 -0.18 0.05
H -0.586 1.396 -0.501 0.36 -0.28 -0.16
H 0.201 1.278 1.104 0.38 -0.08 -0.20
H 1.340 -0.839 1.229 0.17 -0.17 0.25
H 0.674 -2.282 0.467 0.20 -0.29 0.28
H 0.148 -1.825 2.105 -0.18 0.15 0.06
H -1.461 -2.258 -0.637 -0.04 -0.10 0.07
H -3.145 -0.814 -1.648 -0.09 -0.43 -0.09
H -3.144 -0.149 -0.122 -0.32 0.32 -0.29
O 2.043 2.700 0.129 0.28 -0.17 -0.08
H 2.813 2.240 -0.246 -0.31 0.51 0.31
H 2.363 3.339 0.780 0.16 -0.27 -0.27
O 1.900 -0.549 -1.749 -0.83 0.04 -0.16
H 0.949 -0.458 -1.565 0.02 -0.25 -0.50
H 2.217 -0.229 -0.914 0.78 0.19 0.66
```
Forces are in eV/Å.

Results
LUMO level in eV: 0.63
Net charge: 0
SMILES string: CC(C)=CN.O.O

Entry 3:
DFT (ωB97M-V with the def2-TZVPD basis set) results for a 2-piece molecular cluster, C4H13NO2 overall.

Geometry as XYZ:
```
20
Properties=species:S:1:pos:R:3:forces:R:3
C -1.279 -0.030 1.826 -3.20 -3.97 -2.41
N -0.792 -0.676 0.491 2.89 2.26 2.57
C -0.056 -1.921 0.656 -2.25 -2.13 -3.44
C -0.085 0.395 -0.329 -2.31 -2.10 -2.60
C -1.160 1.357 -0.920 -1.66 -0.12 -2.48
O -0.813 2.699 -1.076 3.37 0.38 0.46
H -1.238 -0.675 2.705 -0.38 -0.56 -0.64
H -0.739 0.760 2.057 3.06 3.82 0.45
H -2.272 0.372 1.587 -0.02 -0.45 0.44
H 0.612 -1.799 1.425 1.43 0.14 2.23
H 0.475 -2.310 -0.235 0.06 1.29 0.02
H -0.719 -2.808 0.739 -0.12 0.76 1.06
H 0.486 -0.133 -1.159 -0.77 0.64 1.09
H 0.597 0.905 0.283 0.86 0.66 1.27
H -2.147 1.388 -0.423 0.72 -0.41 0.41
H -1.456 1.062 -1.983 0.56 -0.63 1.33
H 0.179 2.723 -1.295 -2.25 0.40 0.24
H 3.742 -0.297 -0.718 0.14 -0.04 -0.23
H 3.011 -0.255 -2.067 0.09 0.15 -0.18
O 3.654 -0.758 -1.563 -0.23 -0.08 0.41
```
Forces are in eV/Å.

Results
LUMO level (alpha / beta) in eV: -3.07 / -7.96
2S+1: 2
Net charge: +1

For the records above, the corresponding maximum force values read 0.0914, 0.0324, 0.1096 Eh/bohr.
For the records above, the corresponding relative energy (zero: lowest compared OMol25 entry of this formula, charge and spin) values read 53.9, 24.8, 65.0 kcal per mole.